This record from OMol25 describes the molecule CCl4. The level of theory is ωB97M-V/def2-TZVPD.

Output
- HOMO-LUMO gap (Ha) = 0.428
- energy above the lowest of the compared OMol25 structures with the same formula, charge and spin (kJ/mol) = 1.0
- calculated total energy (eV) = -51126.302
- E_HOMO (hartree) = -0.4166
- SMILES string = ClC(Cl)(Cl)Cl

The geometry in ORCA input format:
```
! wB97M-V def2-TZVPD RIJCOSX def2/J DEFGRID3
* xyz 0 1
Cl -0.28 1.05 1.39
Cl 1.69 -0.51 -0.03
Cl -0.34 0.87 -1.50
Cl -1.06 -1.41 0.12
C -0.01 0.00 0.02
*
```

Atomic partial charges in e from the Mulliken method, atoms 1 to 2: -0.09, -0.10